1.
# H28NeO14

H28NeO14 as an isolated structure (ωB97M-V/def2-TZVPD, the OMol25 dataset).

Atoms and positions in Å:
1 Ne -0.698 14.065 16.039
2 O 2.750 16.866 14.665
3 H 2.282 16.586 15.452
4 H 2.095 17.338 14.151
5 O 2.937 13.662 16.088
6 H 2.327 14.282 16.487
7 H 3.424 14.181 15.449
8 O 1.622 14.417 19.719
9 H 0.783 14.455 20.178
10 H 1.575 13.616 19.198
11 O 1.520 13.140 13.333
12 H 1.850 12.451 13.910
13 H 0.653 12.834 13.065
14 O -2.512 15.537 19.028
15 H -3.116 15.732 19.745
16 H -1.681 15.340 19.461
17 O -1.003 11.644 12.996
18 H -0.785 10.749 13.254
19 H -1.644 11.541 12.292
20 O -1.994 17.565 13.831
21 H -2.134 16.984 14.579
22 H -2.658 18.247 13.930
23 O 1.541 15.871 17.078
24 H 1.669 15.577 17.980
25 H 0.721 16.365 17.101
26 O -1.587 11.497 17.341
27 H -1.945 10.854 17.953
28 H -2.304 11.673 16.731
29 O 1.384 12.128 17.648
30 H 1.817 12.681 16.998
31 H 0.543 11.904 17.249
32 O -2.755 15.950 15.778
33 H -2.821 15.098 15.347
34 H -2.323 15.765 16.612
35 O -2.226 14.585 11.468
36 H -2.278 14.492 12.420
37 H -1.386 15.018 11.315
38 O -2.882 13.519 14.078
39 H -3.598 13.005 13.704
40 H -2.149 12.906 14.131
41 O -0.718 17.539 17.490
42 H -0.683 17.634 18.442
43 H -1.473 18.064 17.224

Its total energy is -1199.10569 hartree. For the strongest force on any atom, the calculation gives 0.0214 Eh/bohr. The energy relative to the best compared isomer or geometry (same formula, charge and spin) is 0.983 eV. The highest occupied orbital energy comes out at -10.46 eV. The calculation puts the LUMO energy at -0.35 eV. Its spin multiplicity is 1.

2.
# H12O6Zn

H12O6Zn as an isolated structure (ωB97M-V/def2-TZVPD, the OMol25 dataset).

Atoms and positions in Å:
1 Zn 10.728 -1.945 16.796
2 O 9.884 -2.311 18.751
3 H 8.947 -2.478 18.942
4 H 10.373 -2.778 19.447
5 O 10.536 0.051 17.116
6 H 11.239 0.720 17.165
7 H 9.714 0.537 16.932
8 O 12.532 -2.165 17.851
9 H 12.765 -1.913 18.760
10 H 13.340 -2.554 17.481
11 O 8.965 -1.799 15.708
12 H 8.212 -2.410 15.678
13 H 8.858 -1.229 14.929
14 O 10.562 -4.076 16.406
15 H 11.147 -4.643 15.879
16 H 9.821 -4.647 16.659
17 O 11.995 -1.577 15.196
18 H 12.285 -0.725 14.832
19 H 12.411 -2.248 14.630

Its total energy is -2237.44834 hartree. For the strongest force on any atom, the calculation gives 0.0176 Eh/bohr. The energy relative to the best compared isomer or geometry (same formula, charge and spin) is 0.233 eV. The highest occupied orbital energy comes out at -20.34 eV. The calculation puts the LUMO energy at -7.17 eV. Its spin multiplicity is 1. The charge is +2.

3.
# C4H6O2

The molecule C4H6O2 (ωB97M-V/def2-TZVPD, the OMol25 dataset).

Atoms and positions in Å:
1 C -0.900 -1.059 -0.186
2 C 0.061 0.027 0.192
3 C -0.340 1.422 0.023
4 O -0.128 0.893 1.317
5 C 1.530 -0.272 0.075
6 O 1.976 -1.301 -0.367
7 H -0.811 -1.942 0.448
8 H -1.924 -0.678 -0.172
9 H -0.657 -1.344 -1.216
10 H 0.399 2.078 -0.425
11 H -1.387 1.648 -0.179
12 H 2.182 0.528 0.491

Its total energy is -306.43714 hartree. For the strongest force on any atom, the calculation gives 0.0126 Eh/bohr. The energy relative to the best compared isomer or geometry (same formula, charge and spin) is 1.882 eV. The highest occupied orbital energy comes out at -10.12 eV. The calculation puts the LUMO energy at 0.82 eV. Its spin multiplicity is 1.

4.
# C16H24AgI2O12

C16H24AgI2O12 as an isolated structure (ωB97M-V/def2-TZVPD, the OMol25 dataset).

Atoms and positions in Å:
1 Ag 20.160 -15.574 -9.180
2 I 17.870 -17.280 -8.317
3 I 19.154 -13.706 -11.069
4 C 22.613 -10.092 -7.010
5 C 22.832 -10.810 -8.349
6 C 24.193 -11.409 -8.516
7 O 23.956 -12.741 -8.759
8 C 22.604 -13.037 -8.654
9 O 22.047 -14.161 -8.665
10 O 21.961 -11.865 -8.371
11 H 23.417 -9.441 -6.663
12 H 22.631 -10.889 -6.267
13 H 21.678 -9.534 -6.966
14 H 22.706 -10.171 -9.223
15 H 24.749 -11.156 -7.613
16 H 24.654 -10.973 -9.402
17 C 24.507 -17.239 -13.335
18 C 23.335 -18.175 -13.122
19 C 23.525 -19.021 -11.916
20 O 22.821 -18.387 -10.882
21 C 21.974 -17.524 -11.394
22 O 21.143 -16.875 -10.752
23 O 22.220 -17.434 -12.733
24 H 25.366 -17.687 -13.835
25 H 24.816 -16.840 -12.369
26 H 24.184 -16.392 -13.940
27 H 23.124 -18.758 -14.019
28 H 24.565 -19.138 -11.612
29 H 23.157 -20.036 -12.067
30 C 20.045 -10.933 -4.361
31 C 19.835 -12.556 -4.352
32 C 18.365 -12.919 -4.391
33 O 18.278 -13.808 -5.488
34 C 19.439 -13.818 -6.146
35 O 19.613 -14.395 -7.184
36 O 20.389 -13.155 -5.522
37 H 19.889 -10.504 -5.351
38 H 21.038 -10.662 -4.001
39 H 19.389 -10.477 -3.619
40 H 20.281 -12.955 -3.441
41 H 17.717 -12.045 -4.452
42 H 18.196 -13.388 -3.421
43 C 22.336 -20.980 -8.324
44 C 21.590 -20.197 -7.224
45 C 22.603 -19.627 -6.114
46 O 22.360 -18.238 -6.224
47 C 21.714 -17.873 -7.300
48 O 21.441 -16.754 -7.710
49 O 21.294 -19.001 -7.902
50 H 22.822 -21.906 -8.017
51 H 23.078 -20.420 -8.894
52 H 21.641 -21.185 -9.138
53 H 20.773 -20.717 -6.725
54 H 23.632 -19.872 -6.378
55 H 22.434 -20.102 -5.147

Its total energy is -2269.08247 hartree. For the strongest force on any atom, the calculation gives 0.1024 Eh/bohr. The highest occupied orbital energy (spin up / spin down) comes out at -11.64 / -11.38 eV. As for the expectation value of S²: 2.01. The calculation puts the LUMO energy (spin up / spin down) at -1.60 / -5.61 eV. Its spin multiplicity is 3. The charge is +1.